# 1
A structure of composition CH5ClMoO4 in a non-equilibrium geometry, computed with ωB97M-V/def2-TZVPD.

* net charge: +2
* HOMO-LUMO gap (alpha / beta): 6.173 / 7.627 eV
* <S²>: 2.08
* multiplicity: 3

Last column: Löwdin charge in e.
Positions of all 12 atoms, in Å:
1 Mo 0.26 0.49 -0.26  1.588
2 C 1.37 -1.32 -0.96  -0.076
3 H 0.63 -1.44 -1.76  0.085
4 H 2.32 -1.01 -1.40  0.075
5 H 1.45 -2.30 -0.46  0.059
6 H 2.31 -1.30 0.87  0.139
7 H 1.96 -0.69 1.25  0.105
8 O -2.86 1.35 2.40  -0.208
9 Cl -2.82 2.10 1.13  1.309
10 O -3.86 1.88 0.11  -0.190
11 O 0.69 2.00 -0.97  -0.359
12 O -1.43 0.24 0.04  -0.527

***

# 2
A cluster of 2 separate species, C4H14NO3 in total in a non-equilibrium geometry, computed with ωB97M-V/def2-TZVPD.

* net charge: +1
* HOMO-LUMO gap: 10.747 eV

Last column: Löwdin charge in e.
Positions of all 22 atoms, in Å:
1 C 0.87 -0.30 1.52  -0.209
2 O 1.86 0.68 1.74  -0.092
3 C 0.44 -0.08 0.03  -0.261
4 C -0.66 -1.08 -0.44  -0.108
5 C -0.07 -2.01 -1.49  -0.223
6 O 1.30 -1.76 -1.65  -0.079
7 N 0.11 1.38 -0.19  0.187
8 H -0.03 -0.35 2.20  0.138
9 H 1.30 -1.28 1.70  0.135
10 H 2.52 0.45 2.49  0.162
11 H 1.45 -0.24 -0.51  0.164
12 H -1.62 -0.58 -0.80  0.142
13 H -0.93 -1.52 0.47  0.084
14 H -0.67 -1.88 -2.37  0.120
15 H -0.04 -3.02 -0.96  0.152
16 H 1.52 -1.34 -2.47  0.099
17 H -0.90 1.54 -0.17  0.067
18 H 0.63 1.99 0.54  0.191
19 H 0.41 1.75 -1.13  0.194
20 H -3.20 2.13 0.39  0.131
21 H -2.01 3.03 0.92  0.058
22 O -2.27 2.48 0.19  -0.055

***

# 3
A structure of composition C24H28N5SSi2Tc, computed with ωB97M-V/def2-TZVPD.

* net charge: +3
* HOMO-LUMO gap (alpha / beta): 6.022 / 6.027 eV
* <S²>: 3.87
* multiplicity: 4

Last column: Löwdin charge in e.
Positions of all 61 atoms, in Å:
1 Tc 0.21 -0.20 -0.37  1.593
2 S 6.34 4.07 -0.07  1.168
3 N 6.15 2.52 0.29  -0.176
4 C 4.86 2.26 0.15  -0.296
5 C 4.22 0.98 0.40  -0.044
6 C 4.89 -0.13 0.93  0.093
7 C 4.17 -1.27 1.21  0.025
8 C 2.81 -1.31 0.93  -0.077
9 N 2.17 -0.27 0.38  -0.048
10 C 2.86 0.89 0.15  -0.131
11 C 2.08 2.04 -0.26  -0.134
12 N 0.74 1.85 -0.37  -0.056
13 C -0.05 2.92 -0.57  -0.075
14 C 0.46 4.19 -0.73  0.028
15 C 1.83 4.39 -0.68  0.093
16 C 2.66 3.29 -0.42  -0.044
17 C 4.10 3.38 -0.25  -0.296
18 N 4.83 4.48 -0.40  -0.176
19 H 5.95 -0.07 1.13  0.151
20 H 4.64 -2.14 1.65  0.140
21 H 2.22 -2.19 1.14  0.118
22 H -1.11 2.73 -0.60  0.092
23 H -0.21 5.02 -0.89  0.140
24 H 2.27 5.37 -0.81  0.151
25 C -2.85 1.31 1.98  -0.150
26 Si -2.11 -0.39 1.93  0.500
27 C -0.39 -0.37 2.69  -0.172
28 C -3.17 -1.71 2.69  -0.144
29 C -1.64 -0.88 0.09  -0.372
30 C -1.26 -2.32 -0.15  -0.379
31 C -1.93 -3.51 0.00  0.010
32 C -1.26 -4.68 -0.36  0.039
33 C 0.05 -4.62 -0.84  0.013
34 C 0.68 -3.39 -0.93  -0.070
35 N 0.02 -2.28 -0.59  -0.065
36 Si -2.36 -0.14 -1.65  0.537
37 C -3.37 1.40 -1.53  -0.140
38 C -0.86 0.10 -2.81  -0.182
39 C -3.37 -1.58 -2.26  -0.124
40 H -3.14 1.53 3.02  0.065
41 H -3.75 1.41 1.39  0.032
42 H -2.14 2.09 1.68  0.035
43 H -0.52 -0.10 3.74  0.069
44 H 0.31 0.39 2.30  0.013
45 H 0.10 -1.35 2.68  0.042
46 H -3.40 -1.39 3.71  0.065
47 H -2.66 -2.67 2.75  0.046
48 H -4.11 -1.84 2.16  0.055
49 H -2.95 -3.54 0.37  0.135
50 H -1.75 -5.63 -0.27  0.143
51 H 0.58 -5.51 -1.13  0.137
52 H 1.70 -3.29 -1.29  0.134
53 H -2.80 2.33 -1.57  0.031
54 H -4.05 1.43 -0.68  0.040
55 H -4.00 1.41 -2.43  0.070
56 H -0.14 0.90 -2.62  0.022
57 H -1.37 0.43 -3.72  0.088
58 H -0.34 -0.82 -3.06  0.048
59 H -4.15 -1.86 -1.54  0.065
60 H -2.79 -2.46 -2.52  0.054
61 H -3.88 -1.23 -3.16  0.071

***

no.,DFT total energy (a.u.),molecular weight (g/mol)
1,-869.26929,212.440
2,-440.99180,124.160
3,-2262.19370,572.762